Density functional theory data (the ωB97M-V functional and the def2-TZVPD basis) for an isolated molecule of C2H5N5S.

Its total charge is 0. As for the strongest force on any atom: 1.5 eV/Å. Its SMILES is Cn1nnc(=S)n1N. The energy relative to the best compared isomer or geometry (same formula, charge and spin) is 48.1 kcal per mole. Its HOMO-LUMO gap is 8.18 eV. Its HOMO energy is -0.304 Eh.

Positions of all 13 atoms, in Å:
C: -1.7430 -0.1793 0.2199
N: -0.4340 -0.5301 -0.2559
N: -0.1044 -1.7965 -0.1755
N: 1.1465 -1.9206 -0.0670
C: 1.7399 -0.6433 0.0635
S: 3.3564 -0.3105 0.0467
N: 0.7003 0.2161 0.0581
N: 0.7905 1.5774 -0.1619
H: -2.3973 -1.0252 0.0698
H: -2.1133 0.6307 -0.4060
H: -1.7567 0.0951 1.2423
H: 0.2466 2.1355 0.4963
H: 0.5685 1.7506 -1.1303

Results of the Mulliken charge analysis, in e, for atoms 1 through 4: C -0.798; N 0.538; N -0.389; N -0.312